Entry 1:
DFT (ωB97M-V/def2-TZVPD) results for a molecular structure, C30H42Br2F4N10O2 at a distorted geometry.

```
90
Properties=species:S:1:pos:R:3
C 1.713 -0.504 1.115
C 2.134 0.736 0.164
F 3.415 0.338 -0.420
C 2.421 2.082 0.965
C 3.016 3.239 -0.009
O 3.354 3.186 -1.196
O 2.993 4.370 0.882
C 2.094 4.204 2.041
C 1.212 2.945 1.546
C 0.153 2.284 2.546
C -1.308 2.750 2.097
C -1.759 2.181 0.665
F -0.940 1.103 0.223
Br -1.788 3.623 -0.742
C -3.311 1.703 0.811
F -3.717 1.081 -0.404
F -3.512 0.783 1.858
Br -4.399 3.375 1.034
H 0.634 -0.837 0.919
H 2.453 -1.368 0.975
H 1.783 -0.232 2.230
H 1.421 0.840 -0.714
H 3.287 1.885 1.683
H 2.736 3.770 2.879
H 1.556 5.190 2.229
H 0.711 3.376 0.615
H 0.346 2.752 3.591
H 0.250 1.161 2.675
H -2.025 2.463 2.950
H -1.357 3.897 2.011
C 0.562 -2.895 -2.050
C 1.427 -3.514 -0.996
N 2.106 -4.001 -0.167
H -0.475 -3.203 -1.906
H 0.625 -1.808 -1.987
H 0.892 -3.217 -3.039
C 0.865 1.714 7.160
C 1.524 2.368 5.986
N 2.042 2.880 5.063
H 0.977 2.343 8.045
H -0.197 1.570 6.957
H 1.327 0.745 7.352
C 1.956 -0.763 -5.751
C 1.134 -1.961 -5.397
N 0.494 -2.904 -5.115
H 1.557 -0.294 -6.652
H 1.931 -0.042 -4.933
H 2.989 -1.063 -5.932
C 1.871 -6.641 -3.464
C 2.740 -5.500 -3.894
N 3.432 -4.604 -4.238
H 1.927 -7.447 -4.197
H 2.204 -7.016 -2.495
H 0.836 -6.307 -3.379
C 5.092 -3.384 0.570
C 4.808 -2.187 1.423
N 4.585 -1.245 2.091
H 4.312 -3.494 -0.185
H 6.056 -3.265 0.073
H 5.118 -4.282 1.190
C -3.520 1.312 -3.707
C -2.252 0.699 -4.215
N -1.251 0.228 -4.613
H -4.282 1.294 -4.487
H -3.882 0.755 -2.842
H -3.335 2.346 -3.412
C 6.403 0.493 -0.755
C 7.643 -0.143 -1.304
N 8.617 -0.643 -1.735
H 5.626 0.511 -1.520
H 6.044 -0.075 0.104
H 6.618 1.516 -0.442
C -6.337 -0.891 2.809
C -6.468 -1.728 4.043
N -6.571 -2.385 5.012
H -5.284 -0.770 2.553
H -6.852 -1.372 1.978
H -6.777 0.093 2.980
C -3.342 -4.745 -3.499
C -2.473 -5.359 -2.446
N -1.790 -5.853 -1.611
H -4.377 -5.055 -3.353
H -3.283 -3.657 -3.440
H -3.009 -5.066 -4.487
C -7.651 6.149 1.822
C -6.792 5.483 2.852
N -6.118 4.960 3.662
H -8.691 5.849 1.957
H -7.577 7.233 1.922
H -7.323 5.860 0.823
```

Gap between HOMO and LUMO: 9.415 eV
HOMO: -9.87 eV

***

Entry 2:
DFT (ωB97M-V/def2-TZVPD) results for 2 unconnected molecules or ions with the total composition C5H11N2O2 at a distorted geometry.

```
20
Properties=species:S:1:pos:R:3
C 1.976 -1.019 -2.074
C 0.150 -0.232 0.062
C 1.009 -1.766 -2.655
C -0.380 2.150 0.968
C -0.630 0.688 0.942
N 0.519 0.005 1.635
N -1.963 0.349 1.351
O 2.815 -0.376 -1.684
O -0.415 -1.386 -0.348
H 1.088 -1.992 -3.681
H 0.081 -1.297 -2.394
H 1.092 -2.779 -2.294
H -0.715 2.483 1.843
H -1.021 2.789 0.248
H 0.677 2.520 0.700
H 1.363 0.537 1.776
H 0.308 -0.662 2.363
H -2.218 0.892 2.174
H -2.678 0.634 0.721
H -1.057 -1.538 0.348
```

Total charge: +1
Gap between HOMO and LUMO: 7.312 eV
HOMO: -11.42 eV

***

Entry 3:
DFT (ωB97M-V/def2-TZVPD) results for C2H2N2O2 in the gas phase at a distorted geometry.

```
8
Properties=species:S:1:pos:R:3
O -1.054 1.615 0.778
C -0.350 0.670 0.334
N 0.648 -0.166 0.940
C 1.029 -1.040 0.045
O 0.416 -0.910 -1.016
N -0.565 -0.065 -0.790
H 1.678 -1.859 0.172
H -1.224 0.065 -1.601
```

Gap between HOMO and LUMO: 10.538 eV
HOMO: -10.05 eV

***

Entry 4:
DFT (ωB97M-V/def2-TZVPD) results for 2 unconnected molecules or ions with the total composition C4H8O at a distorted geometry.

```
13
Properties=species:S:1:pos:R:3
C -1.313 0.367 0.937
C -0.313 -0.259 1.527
C -0.492 -1.813 1.805
H -0.980 1.369 0.612
H -2.367 0.288 0.869
H 0.699 0.223 1.781
H -1.154 -2.280 1.004
H 0.416 -2.285 1.842
H -1.034 -1.844 2.795
C 1.642 1.436 -3.350
O 2.748 1.841 -3.713
H 0.730 1.312 -3.961
H 1.418 1.644 -2.149
```

Gap between HOMO and LUMO: 10.102 eV
HOMO: -9.62 eV

***

Entry 5:
DFT (ωB97M-V/def2-TZVPD) results for 2 unconnected molecules or ions with the total composition C6H16 at a distorted geometry.

```
22
Properties=species:S:1:pos:R:3
C 2.168 0.956 0.499
C 3.293 1.643 -0.338
H 2.115 -0.138 0.164
H 2.452 1.035 1.582
H 1.210 1.424 0.338
H 4.218 1.146 -0.232
H 3.096 1.646 -1.405
H 3.414 2.752 -0.001
C -1.276 -0.609 0.198
C -2.282 0.535 0.049
C -1.885 -1.893 0.907
C -0.690 -0.991 -1.159
H -0.454 -0.299 0.788
H -3.192 0.198 -0.420
H -1.883 1.247 -0.635
H -2.691 -2.285 0.293
H -1.152 -2.597 1.019
H -2.276 -1.601 1.883
H -0.241 -0.100 -1.581
H 0.076 -1.765 -1.046
H -1.467 -1.337 -1.830
H -2.554 1.032 0.927
```

Total charge: +1
Gap between HOMO and LUMO (spin up / spin down): 11.953 / 3.767 eV
Multiplicity: 2
HOMO (spin up / spin down): -14.81 / -14.79 eV

***

Entry 6:
DFT (ωB97M-V/def2-TZVPD) results for 7 unconnected molecules or ions with the total composition C22H61N5O10 at a distorted geometry.

```
98
Properties=species:S:1:pos:R:3
C 1.083 -5.824 0.907
O 0.578 -4.467 1.133
C 1.445 -3.689 1.847
C 0.637 -2.425 2.305
N 1.556 -1.390 2.829
C 0.863 -0.124 3.173
C 1.862 1.076 3.466
O 1.140 2.344 3.789
C 0.182 2.834 2.898
H 0.197 -6.354 0.559
H 1.426 -6.292 1.830
H 1.875 -5.859 0.160
H 2.395 -3.403 1.397
H 1.760 -4.177 2.770
H -0.011 -2.683 3.142
H 0.159 -1.940 1.453
H 2.379 -1.370 2.244
H 0.343 -0.318 4.111
H 0.108 0.150 2.436
H 2.529 1.145 2.607
H 2.457 0.748 4.319
H 0.376 3.904 2.982
H -0.837 2.618 3.220
H 0.261 2.445 1.883
C 4.732 -1.512 -4.122
O 4.338 -2.290 -3.048
C 3.119 -1.938 -2.436
C 3.185 -0.588 -1.656
N 3.657 -0.856 -0.285
C 4.963 -1.517 -0.141
C 5.528 -1.362 1.262
O 5.728 0.033 1.638
C 6.028 0.313 2.965
H 5.015 -0.504 -3.817
H 3.932 -1.460 -4.860
H 5.636 -1.892 -4.597
H 2.816 -2.805 -1.850
H 2.319 -1.833 -3.169
H 2.172 -0.200 -1.544
H 3.826 0.117 -2.185
H 3.704 0.109 0.007
H 5.750 -1.136 -0.793
H 4.820 -2.596 -0.186
H 6.407 -1.992 1.398
H 4.755 -1.716 1.944
H 5.049 0.337 3.445
H 6.242 1.380 3.030
H 6.831 -0.231 3.460
C -2.760 -4.305 -3.402
O -2.792 -3.522 -2.205
C -1.736 -2.555 -2.130
C -1.646 -2.091 -0.727
N -2.815 -1.545 -0.159
C -2.765 -1.375 1.240
C -4.229 -0.907 1.682
O -5.169 -1.818 1.176
C -6.518 -1.623 1.729
H -3.807 -4.512 -3.627
H -2.122 -5.180 -3.272
H -2.457 -3.655 -4.222
H -1.875 -1.620 -2.672
H -0.755 -2.994 -2.312
H -0.827 -1.375 -0.783
H -1.399 -2.985 -0.155
H -3.664 -2.060 -0.344
H -1.928 -0.779 1.603
H -2.614 -2.374 1.650
H -4.295 0.165 1.494
H -4.178 -0.911 2.771
H -6.822 -0.584 1.603
H -6.478 -1.751 2.811
H -7.200 -2.232 1.135
N -5.010 2.896 -3.722
C -3.959 3.266 -3.063
N -3.040 3.773 -3.794
O -3.840 3.058 -1.883
H -5.775 2.497 -3.198
H -5.088 3.045 -4.718
H -2.111 3.898 -3.417
H -3.150 3.648 -4.790
C -0.796 1.786 -1.080
O -1.030 3.151 -1.297
H -1.209 1.210 -1.908
H 0.288 1.672 -1.110
H -1.269 1.435 -0.163
H -1.987 3.198 -1.235
C -2.949 5.664 0.795
O -2.843 6.924 1.338
H -3.656 5.130 1.429
H -3.387 5.659 -0.203
H -2.013 5.110 0.867
H -3.597 6.987 1.929
C 0.256 6.348 -0.952
O 0.962 5.085 -0.812
H -0.231 6.645 -0.023
H 0.930 7.176 -1.173
H -0.440 6.267 -1.788
H 0.486 4.251 -0.829
```

Gap between HOMO and LUMO: 8.541 eV
HOMO: -8.10 eV

***

Entry 7:
DFT (ωB97M-V/def2-TZVPD) results for a molecular structure, C33H39FN4P2Pt at a distorted geometry.

```
80
Properties=species:S:1:pos:R:3
Pt 0.225 -0.068 4.840
C -0.967 1.738 4.296
C -1.314 0.679 3.434
C -0.858 0.566 1.991
C 0.442 -0.225 1.799
C 1.389 -0.167 2.970
C 1.735 1.031 3.641
C 1.265 2.405 3.242
C -0.034 2.857 3.942
C 1.583 -1.336 5.666
H -1.683 1.967 5.093
H -2.267 0.175 3.646
H -0.815 1.554 1.507
H -1.651 0.017 1.460
H 0.162 -1.281 1.665
H 0.945 0.070 0.867
H 2.121 -0.980 3.024
H 2.654 1.010 4.241
H 1.180 2.502 2.150
H 2.051 3.112 3.550
H 0.251 3.358 4.881
H -0.554 3.612 3.335
H 1.487 -1.255 6.759
H 2.599 -1.063 5.346
H 1.349 -2.368 5.354
P 1.492 -1.275 -3.585
P -1.522 -0.736 -3.211
N 2.938 -0.293 -3.518
N 2.253 -2.524 -4.615
N -1.799 0.983 -3.007
N -3.191 -1.113 -3.630
C 0.647 -0.337 -4.947
C -0.863 -0.646 -4.945
C 3.314 0.355 -2.333
C 4.351 1.228 -2.617
C 4.623 1.130 -4.025
C 3.735 0.201 -4.556
C 2.418 -3.831 -4.138
C 2.880 -4.635 -5.174
C 3.001 -3.802 -6.338
C 2.614 -2.519 -5.965
C -1.620 1.575 -1.749
C -1.744 2.948 -1.880
C -1.992 3.225 -3.266
C -2.019 2.007 -3.931
C -4.108 -0.414 -4.426
C -5.196 -1.242 -4.679
C -4.930 -2.506 -4.045
C -3.696 -2.407 -3.425
H 1.068 -0.593 -5.928
H 0.832 0.738 -4.779
H -1.395 0.085 -5.571
H -1.058 -1.646 -5.368
H 2.794 0.117 -1.415
H 4.851 1.871 -1.910
H 5.372 1.679 -4.576
H 3.612 -0.146 -5.568
H 2.179 -4.055 -3.107
H 3.098 -5.689 -5.114
H 3.320 -4.105 -7.324
H 2.564 -1.621 -6.562
H -1.415 0.941 -0.895
H -1.664 3.670 -1.081
H -2.129 4.197 -3.718
H -2.176 1.795 -4.978
H -3.917 0.598 -4.741
H -6.073 -0.981 -5.252
H -5.570 -3.375 -4.058
H -3.112 -3.120 -2.862
F -2.274 1.058 10.432
C -1.724 0.790 9.199
C -0.574 1.482 8.827
C -0.033 1.208 7.561
C -0.634 0.271 6.725
C -1.776 -0.413 7.123
C -2.344 -0.154 8.385
H -0.119 2.213 9.490
H 0.866 1.720 7.212
H -2.213 -1.143 6.443
H -3.242 -0.670 8.715
```

Gap between HOMO and LUMO (spin up / spin down): 5.731 / 5.925 eV
Multiplicity: 3
HOMO (spin up / spin down): -5.41 / -8.50 eV

***

Entry 8:
DFT (ωB97M-V/def2-TZVPD) results for a gas-phase ion, C5H11NO (charge -1) at a distorted geometry.

```
18
Properties=species:S:1:pos:R:3
C -0.917 -1.531 -0.577
C -0.087 -0.886 0.451
N 0.308 0.414 0.359
C 0.173 1.364 -0.746
C -1.189 1.230 -1.672
C 1.363 0.773 1.249
O 0.398 -1.681 1.303
H -0.200 -1.390 -1.435
H -0.992 -2.657 -0.402
H -1.857 -0.977 -0.845
H 0.346 2.370 -0.281
H 1.044 1.205 -1.468
H -1.437 2.295 -2.034
H -1.036 0.539 -2.528
H -2.071 0.758 -0.905
H 1.771 1.687 0.921
H 2.039 -0.028 1.544
H 0.996 1.052 2.267
```

Total charge: -1
Gap between HOMO and LUMO (spin up / spin down): 2.934 / 9.522 eV
Multiplicity: 2
HOMO (spin up / spin down): 1.13 / -5.56 eV

***

Entry 9:
DFT (ωB97M-V/def2-TZVPD) results for a molecular structure, C24H32BF4N6O4TeY at a distorted geometry.

```
73
Properties=species:S:1:pos:R:3
Y -0.135 -1.351 0.353
C -3.218 -2.817 3.984
O -3.018 -3.687 2.831
C -2.267 -3.232 1.868
O -1.703 -2.127 1.885
N -2.147 -4.085 0.837
N -1.294 -3.706 -0.203
H -3.705 -3.450 4.716
H -3.854 -1.988 3.689
H -2.257 -2.461 4.345
H -2.612 -4.980 0.856
H -1.812 -3.619 -1.071
H -0.552 -4.391 -0.309
O -0.375 0.701 -0.216
N -1.315 1.151 -0.988
N -2.013 0.208 -1.444
O -1.741 -1.031 -1.128
C -3.180 0.499 -2.272
C -3.827 -0.571 -2.857
C -4.929 -0.304 -3.660
C -5.354 1.000 -3.860
C -4.681 2.053 -3.251
C -3.581 1.814 -2.445
H -3.490 -1.582 -2.696
H -5.457 -1.123 -4.131
H -6.214 1.198 -4.485
H -5.019 3.070 -3.398
H -3.062 2.627 -1.960
N 3.314 1.461 -4.757
C 1.976 0.880 -5.174
C 1.055 0.866 -3.962
N 1.622 0.184 -2.816
C 2.921 0.714 -2.443
C 3.924 0.715 -3.584
H 3.184 2.440 -4.494
H 3.959 1.461 -5.547
H 2.196 -0.122 -5.540
H 1.613 1.494 -5.997
H 0.110 0.405 -4.249
H 0.821 1.897 -3.674
H 1.662 -0.819 -2.963
H 3.332 0.148 -1.609
H 2.783 1.740 -2.080
H 4.135 -0.289 -3.954
H 4.861 1.215 -3.345
Te 0.962 -0.816 3.113
C -0.344 0.545 3.998
C -1.042 1.486 3.244
C -1.896 2.371 3.885
C -2.053 2.316 5.264
C -1.357 1.378 6.011
C -0.499 0.486 5.380
C 2.640 0.387 2.805
C 2.588 1.445 1.902
C 3.703 2.250 1.726
C 4.868 1.988 2.438
C 4.919 0.927 3.327
C 3.802 0.123 3.521
H -0.918 1.546 2.170
H -2.440 3.109 3.310
H -2.719 3.010 5.758
H -1.476 1.341 7.085
H 0.045 -0.243 5.967
H 1.681 1.660 1.347
H 3.663 3.090 1.043
H 5.734 2.623 2.302
H 5.826 0.730 3.882
H 3.845 -0.695 4.228
F 2.244 -1.346 -0.110
B 2.054 -2.714 -0.529
F 1.419 -3.307 0.608
F 0.964 -2.570 -1.475
F 3.132 -3.326 -1.006
```

Total charge: +2
Gap between HOMO and LUMO: 8.797 eV
HOMO: -13.49 eV

***

Entry 10:
DFT (ωB97M-V/def2-TZVPD) results for a molecular structure, C23H24IrN3OS3.

```
55
Properties=species:S:1:pos:R:3
Ir 0.366 -0.009 -0.313
C 2.369 2.846 0.306
C 1.750 1.737 1.111
C 2.199 0.402 0.950
C 1.704 -0.640 1.774
C 2.315 -2.015 1.706
C 0.733 -0.330 2.729
C 0.299 0.978 2.919
C -0.669 1.310 4.025
C 0.797 1.992 2.084
H 3.056 3.412 0.939
H 1.614 3.542 -0.065
H 2.932 2.458 -0.543
H 3.083 0.219 0.354
H 3.113 -2.092 2.448
H 2.758 -2.214 0.729
H 1.583 -2.791 1.929
H 0.350 -1.122 3.369
H -0.120 1.475 4.955
H -1.371 0.495 4.207
H -1.227 2.225 3.819
H 0.455 3.016 2.227
N -2.744 -1.221 -3.150
C -2.224 -1.962 -4.220
C -2.876 -1.973 -5.442
C -2.356 -2.726 -6.477
C -1.183 -3.472 -6.311
C -0.528 -3.463 -5.103
C -1.051 -2.703 -4.053
S -0.237 -2.725 -2.553
N -0.972 -1.564 -1.661
C -2.105 -1.022 -1.996
C -2.723 -0.115 -0.987
C -4.087 0.049 -0.907
C -4.607 0.870 0.086
C -3.732 1.492 0.949
C -2.371 1.267 0.806
N -1.863 0.468 -0.137
H -3.578 -0.682 -3.329
H -3.788 -1.399 -5.579
H -2.870 -2.738 -7.429
H -0.787 -4.055 -7.132
H 0.385 -4.032 -4.963
H -4.756 -0.483 -1.575
H -5.676 1.009 0.179
H -4.085 2.148 1.735
H -1.656 1.751 1.454
C 1.683 1.396 -5.140
O 2.102 0.342 -4.220
C 1.615 0.329 -3.011
S 2.118 -0.946 -1.989
S 0.423 1.380 -2.465
H 1.995 1.062 -6.120
H 2.189 2.318 -4.870
H 0.607 1.532 -5.095
```

Total charge: +2
Gap between HOMO and LUMO (spin up / spin down): 6.158 / 5.589 eV
Multiplicity: 5
HOMO (spin up / spin down): -12.76 / -14.13 eV

***

Entry 11:
DFT (ωB97M-V/def2-TZVPD) results for C6H11NS in the gas phase at a distorted geometry.

```
19
Properties=species:S:1:pos:R:3
H 0.955 -2.053 -2.565
N 0.600 -1.365 -1.839
C -0.568 -1.485 -1.307
C -0.974 -0.633 -0.243
S -2.588 -0.754 0.199
C -0.010 0.339 0.358
C 0.648 1.189 -0.726
C -0.883 1.267 1.320
C 1.001 -0.486 1.098
H -1.263 -2.354 -1.526
H 1.305 2.007 -0.311
H 1.204 0.545 -1.508
H -0.056 1.907 -1.254
H -0.122 1.853 1.724
H -1.712 1.626 0.826
H -1.289 0.574 2.152
H 1.888 0.126 1.266
H 1.416 -1.394 0.417
H 0.448 -0.910 1.920
```

Gap between HOMO and LUMO: 7.721 eV
HOMO: -8.89 eV